# 1
94
Properties=species:S:1:pos:R:3 method="wB97M-V/def2-TZVPD" spin_multiplicity=1 relative_energy_kcal_mol=92.72 homo_lumo_gap_ev=8.20 e_tot_ev=-66314.5995
O 19.2845 -25.7357 -24.3700
P 20.1586 -24.6117 -24.8524
N 20.8599 -25.0811 -26.3348
C 20.9393 -26.4940 -26.7573
C 21.6662 -24.2758 -27.2057
N 21.5583 -24.4170 -23.8724
C 21.5791 -24.9905 -22.4593
C 22.5002 -23.4029 -24.1836
N 19.4479 -23.0570 -24.9092
C 19.7104 -22.0880 -26.0182
C 18.4219 -22.6989 -23.8832
H 21.4223 -27.1426 -26.0265
H 21.1685 -26.6963 -27.8036
H 19.9248 -26.8827 -26.6695
H 21.6247 -23.2118 -26.9730
H 21.3970 -24.5050 -28.2367
H 22.7226 -24.5384 -27.1497
H 22.5593 -25.0018 -21.9827
H 20.8328 -24.5854 -21.7760
H 21.2321 -26.0208 -22.5379
H 22.7579 -23.3408 -25.2409
H 22.2038 -22.4719 -23.7003
H 23.4526 -23.6946 -23.7410
H 18.9484 -21.3366 -25.8110
H 20.6255 -21.5191 -25.8540
H 19.6002 -22.5955 -26.9765
H 17.4155 -22.5006 -24.2518
H 18.7902 -21.8159 -23.3609
H 18.2422 -23.4294 -23.0944
O 18.6490 -16.2164 -34.2655
P 19.8089 -15.4152 -33.8166
N 19.2317 -14.1333 -32.6940
C 18.7520 -14.5675 -31.4269
C 18.4850 -13.0201 -33.3842
N 20.5892 -14.6532 -35.1422
C 19.7129 -14.3604 -36.2930
C 21.6808 -13.6867 -34.7966
N 21.0250 -16.2830 -33.0103
C 22.1722 -15.6676 -32.2719
C 21.2322 -17.7291 -33.2906
H 18.1071 -13.7816 -31.0338
H 19.6357 -14.6226 -30.7912
H 18.1928 -15.5031 -31.4312
H 17.5205 -13.2630 -33.8302
H 19.0233 -12.4269 -34.1234
H 18.2174 -12.3167 -32.5958
H 19.0938 -13.4905 -36.0737
H 20.3818 -14.0544 -37.0974
H 19.0320 -15.1667 -36.5658
H 22.6460 -14.1799 -34.9114
H 21.7705 -12.8332 -35.4686
H 21.5391 -13.3479 -33.7704
H 22.4236 -16.3693 -31.4765
H 23.0299 -15.6034 -32.9415
H 22.0158 -14.6465 -31.9243
H 21.2789 -18.3025 -32.3648
H 22.1042 -17.8550 -33.9323
H 20.4281 -18.1847 -33.8685
C 16.0492 -15.1790 -23.7577
C 14.9577 -14.8859 -24.6854
N 14.0359 -14.7534 -25.3887
H 15.9966 -14.7792 -22.7450
H 16.9167 -14.6758 -24.1847
H 16.3906 -16.2055 -23.6249
C 16.4503 -18.5779 -17.0047
C 17.1491 -18.8185 -15.7051
N 17.7237 -18.9692 -14.7718
H 15.5009 -18.0476 -16.9296
H 16.3565 -19.5708 -17.4444
H 17.1846 -18.0036 -17.5696
C 21.2468 -10.3181 -20.9720
C 21.6512 -9.7995 -22.2764
N 21.9095 -9.4961 -23.3920
H 20.9625 -9.4823 -20.3326
H 21.9693 -11.0244 -20.5629
H 20.3597 -10.9273 -21.1458
C 15.8594 -8.7538 -16.3938
C 15.8993 -10.1251 -16.8943
N 15.9756 -11.2768 -17.2778
H 16.7663 -8.2798 -16.7694
H 15.7851 -8.7175 -15.3070
H 15.0677 -8.1064 -16.7709
C 9.0188 -11.5299 -23.7816
C 8.2512 -11.0663 -22.6124
N 7.6254 -10.7037 -21.7320
H 8.4362 -11.5202 -24.7028
H 9.2975 -12.5794 -23.6869
H 9.7911 -10.7750 -23.9291
C 24.3184 -13.9731 -26.0669
C 23.3667 -14.2880 -25.0220
N 22.6636 -14.5383 -24.1399
H 25.0012 -13.1988 -25.7174
H 23.8845 -13.4204 -26.9002
H 24.7334 -14.9661 -26.2400

# 2
105
Properties=species:S:1:pos:R:3 method="wB97M-V/def2-TZVPD" spin_multiplicity=1 homo_lumo_gap_ev=4.09 e_tot_ev=-143654.7127
Tl 2.8767 0.0430 -1.2406
P 0.0997 -0.1652 0.1999
O 0.1800 0.1712 -1.3121
O 1.0649 0.8376 0.8593
O 1.0045 -1.4352 0.1801
O -1.2512 -0.3774 0.7895
C -2.5826 2.9289 2.9679
C -2.0678 1.5711 3.4188
C -0.5356 1.4040 3.3647
O -0.2149 0.9390 4.6713
C -1.2874 0.9906 5.4971
O -1.2614 0.7089 6.6489
O -2.3640 1.4607 4.8310
H -2.3887 3.0444 1.9012
H -2.0434 3.7010 3.5206
H -3.6254 3.0077 3.2693
H -2.5097 0.7217 2.8924
H -0.0749 2.3440 3.0493
H -0.2681 0.6524 2.6290
C -4.4904 2.1043 -0.6016
C -3.1398 2.3028 -1.2294
C -2.8047 1.3057 -2.3539
O -2.4724 2.1571 -3.4617
C -2.6000 3.4436 -3.1387
O -2.3850 4.3691 -3.8418
O -3.0284 3.5736 -1.8616
H -4.7281 1.1459 -0.1515
H -5.3237 2.2134 -1.3088
H -4.6613 2.8563 0.1733
H -2.4217 2.2063 -0.4111
H -3.6575 0.7013 -2.6841
H -2.0433 0.5574 -2.1270
C -4.4304 -1.4864 -0.2933
C -3.2067 -2.1663 -0.8563
C -2.4619 -3.0014 0.2038
O -2.5146 -4.3200 -0.3335
C -3.3216 -4.3814 -1.4226
O -3.6122 -5.3967 -1.9527
O -3.8284 -3.1780 -1.7150
H -5.1521 -2.1690 0.1440
H -4.9862 -0.9613 -1.0820
H -4.1465 -0.6386 0.3346
H -2.5443 -1.5556 -1.4637
H -2.9555 -2.7648 1.1448
H -1.4448 -2.6418 0.2212
C 0.0330 3.6310 -0.4369
S 1.4800 4.2152 -1.3242
O 2.3223 3.0316 -1.6170
C 0.6323 4.9191 -2.7857
H -0.4531 2.7726 -0.8871
H -0.6320 4.4896 -0.3240
H 0.3955 3.3768 0.5604
H 0.0013 5.7118 -2.3885
H -0.0116 4.2127 -3.2984
H 1.4701 5.2905 -3.3683
C 0.2335 -5.1091 2.6552
S 0.5302 -4.4542 4.3081
O 2.0131 -4.3343 4.3571
C -0.2779 -2.8516 4.0879
H -0.7671 -5.4916 2.4701
H 0.9139 -5.9574 2.6132
H 0.4676 -4.3343 1.9254
H -1.3586 -3.0004 4.0493
H -0.0494 -2.4531 3.0956
H 0.0066 -2.1256 4.8448
C 2.3557 -4.9393 -3.4364
S 2.0297 -3.7763 -2.1032
O 2.9907 -2.6382 -2.2064
C 0.4382 -3.1858 -2.6580
H 1.5427 -5.6650 -3.4486
H 3.3096 -5.4024 -3.1998
H 2.4007 -4.4606 -4.4151
H -0.3402 -3.9615 -2.6350
H 0.4559 -2.7938 -3.6724
H 0.0465 -2.4725 -1.9362
C 1.1865 1.9234 -4.2258
S 1.8091 0.5142 -5.1036
O 2.6209 -0.2378 -4.0891
C 0.2429 -0.3419 -5.1887
H 0.5975 1.6918 -3.3420
H 0.6133 2.5851 -4.8884
H 2.0720 2.5286 -4.0292
H -0.2451 -0.3661 -4.2088
H 0.0621 -1.2672 -5.7341
H -0.4931 0.2942 -5.7179
C 3.7177 -3.1774 2.1986
S 4.2310 -1.4635 2.4586
O 4.1980 -0.7830 1.1141
C 2.7796 -1.0572 3.4244
H 4.4390 -3.7163 1.5853
H 2.7190 -3.3261 1.8080
H 3.8239 -3.5661 3.2106
H 1.8952 -1.2700 2.8318
H 2.7725 -0.0199 3.7497
H 2.7560 -1.7280 4.2856
C 3.7051 2.3813 2.0833
S 5.0549 2.9086 1.0097
O 4.7621 2.2993 -0.3218
C 4.5069 4.6326 0.8646
H 2.7723 2.7941 1.6983
H 3.9227 2.5375 3.1395
H 3.5493 1.3077 1.9727
H 3.8819 4.7152 -0.0159
H 5.4347 5.1924 0.7390
H 4.0436 4.9470 1.7967

# 3
90
Properties=species:S:1:pos:R:3 method="wB97M-V/def2-TZVPD" spin_multiplicity=3 s_squared=2.009 homo_lumo_gap_ev="8.55 / 7.86" e_tot_ev=-64969.6802
C -3.7114 -4.6102 -1.2327
C -2.1281 -4.4694 -0.9693
N -1.7735 -4.3387 0.4644
C -0.3784 -3.8927 0.6875
C -0.0175 -2.4545 0.0982
Si 1.3804 -1.5404 1.0187
O 2.2101 -0.3460 0.0793
Si 1.1827 0.5134 -1.0073
P 0.2268 2.3165 -0.1188
N -1.3127 2.0078 0.2930
C -2.7487 -3.5677 1.2333
C -3.2229 -4.2276 2.6169
O -3.2054 -2.4590 0.9368
H -4.2509 -5.1458 -0.3959
H -4.0909 -3.5377 -1.3509
H -3.8641 -5.0903 -2.2530
H -1.7753 -3.6243 -1.6349
H -1.6560 -5.4419 -1.3362
H 0.3463 -4.7140 0.3601
H -0.2411 -3.8264 1.8260
H -0.9295 -1.7778 0.0482
H 0.2935 -2.6217 -0.9945
H 2.3637 -2.5701 1.4332
H 0.8159 -0.9991 2.2560
H 0.1491 -0.2914 -1.6519
H 2.0500 1.0186 -2.0999
H 0.9223 2.7572 1.0664
H 0.2703 3.3606 -1.1233
H -1.8694 2.6575 -0.2867
H -4.1422 -4.8719 2.4786
H -3.4700 -3.3829 3.3236
H -2.3874 -4.8605 3.0732
C -0.3844 2.7685 -8.2657
C 0.1250 2.1302 -6.9517
C 0.4488 0.6421 -7.1893
C -0.7939 -0.2336 -7.3144
C -1.7213 -0.0308 -6.1213
C -2.0777 1.4470 -5.8708
N -0.8775 2.3360 -5.8640
O -0.2457 2.1554 -4.6894
C -3.0858 1.9283 -6.9399
C -2.8829 1.5374 -4.5516
C 1.4521 2.8786 -6.6761
H -1.0858 2.1400 -8.8125
H -0.8585 3.7358 -8.0771
H 0.4387 2.9484 -8.9619
H 1.0593 0.2584 -6.3635
H 1.0575 0.5314 -8.0926
H -1.3207 -0.0227 -8.2497
H -0.4937 -1.2846 -7.3676
H -2.6347 -0.6151 -6.2746
H -1.2380 -0.4528 -5.2321
H -3.2390 3.0091 -6.8776
H -4.0610 1.4558 -6.7951
H -2.7981 1.6799 -7.9593
H -2.3412 1.1262 -3.6972
H -3.8129 0.9680 -4.6273
H -3.1489 2.5736 -4.3234
H 1.2729 3.9420 -6.4942
H 2.1249 2.7990 -7.5339
H 1.9969 2.4702 -5.8224
C 2.8836 2.3404 4.9830
C 2.7929 0.8126 5.2090
C 1.3654 0.3247 4.8875
C 0.3439 0.7004 5.9560
C 0.8104 0.2439 7.3343
C 2.2273 0.7324 7.6909
N 3.2159 0.4777 6.6012
O 3.5230 -0.8335 6.6286
C 2.1886 2.2411 8.0273
C 2.6466 0.0770 9.0289
C 3.7598 0.2341 4.1438
H 2.0225 2.8892 5.3617
H 3.7875 2.7542 5.4389
H 2.9270 2.5798 3.9173
H 1.3613 -0.7659 4.7752
H 1.0387 0.7292 3.9242
H 0.1602 1.7788 5.9505
H -0.6159 0.2299 5.7222
H 0.0946 0.5905 8.0873
H 0.7758 -0.8515 7.3656
H 3.1986 2.6459 8.1357
H 1.6684 2.4153 8.9732
H 1.6542 2.8415 7.2943
H 2.6182 -1.0140 8.9914
H 1.9683 0.3737 9.8333
H 3.6556 0.3847 9.3185
H 4.7891 0.5504 4.3356
H 3.4900 0.5828 3.1429
H 3.7385 -0.8569 4.0998

# 4
112
Properties=species:S:1:pos:R:3 method="wB97M-V/def2-TZVPD" spin_multiplicity=1 charge=+1 homo_lumo_gap_ev=7.13 e_tot_ev=-150507.6579
C -2.1178 4.5655 3.5359
C -2.3047 4.6538 2.0331
C -0.9611 4.7087 1.3425
N -1.0499 4.4421 -0.0916
C -0.6394 3.4007 -0.7504
N -0.7146 3.5009 -2.1352
C -1.7083 2.7342 -2.9035
C -2.7656 2.0326 -2.0870
C -3.7423 1.2941 -3.0153
C -3.3393 -0.1611 -3.1768
C -2.4470 -0.5625 -4.3609
C -1.0362 -0.8891 -3.9029
C -0.9432 -1.8226 -2.7113
O -0.0489 -1.2575 -1.7518
C 1.0505 -2.0708 -1.4232
N 0.5696 3.7253 -2.6735
C 0.7148 4.9758 -3.4484
C 0.7142 4.7481 -4.9375
N -0.0212 2.3658 -0.0846
S -0.9232 1.3890 1.0815
P 0.9643 1.2436 -1.0791
N 2.4685 1.4969 -0.8666
H -1.2466 5.1299 3.8406
H -1.9849 3.5372 3.8365
H -2.9811 4.9524 4.0524
H -2.8570 5.5558 1.7925
H -2.8879 3.8224 1.6672
H -0.2482 4.0410 1.7943
H -0.5560 5.7059 1.4429
H -1.4604 5.1732 -0.6556
H -1.1861 2.0177 -3.5275
H -2.2190 3.3978 -3.5907
H -2.3100 1.2492 -1.4940
H -3.2861 2.7407 -1.4506
H -4.7179 1.3124 -2.5519
H -3.8010 1.8042 -3.9667
H -2.8876 -0.4914 -2.2513
H -4.2557 -0.7275 -3.2657
H -2.3974 0.2405 -5.0845
H -2.8755 -1.4264 -4.8449
H -0.4695 -0.0018 -3.6472
H -0.5000 -1.3520 -4.7205
H -1.8977 -1.9746 -2.2234
H -0.5670 -2.7869 -3.0230
H 0.8027 -2.7330 -0.6004
H 1.4363 -2.6123 -2.2735
H 1.8475 -1.4309 -1.0687
H 0.8404 2.9404 -3.2567
H -0.0848 5.6361 -3.1498
H 1.6550 5.4247 -3.1564
H 1.1536 5.5832 -5.4615
H -0.2823 4.5877 -5.3234
H 1.3132 3.8819 -5.1867
H -2.1863 1.5433 0.6780
H 0.4821 0.0344 -0.6004
H 0.5395 1.3107 -2.4026
H 2.9428 1.7008 -1.7376
C 0.5185 -3.0343 3.8548
C 0.7897 -2.2660 2.5864
O 2.1648 -2.5516 2.2915
S 2.5263 -4.0380 2.7625
O 2.4344 -4.9148 1.6539
O 3.6883 -3.9749 3.5620
O 1.2416 -4.2663 3.6859
H 0.9145 -2.5158 4.7300
H -0.5392 -3.2339 3.9929
H 0.6466 -1.1964 2.7051
H 0.1711 -2.6287 1.7627
C 4.4361 1.9740 1.7168
C 5.3176 3.1779 1.4730
O 5.9767 3.3867 2.7307
S 6.2372 1.9824 3.4491
O 7.5572 1.5500 3.1909
O 5.7359 2.0657 4.7693
O 5.2400 1.1198 2.5482
H 3.5317 2.2433 2.2677
H 4.1632 1.4578 0.8040
H 4.7552 4.0684 1.2097
H 6.0708 2.9783 0.7086
C -3.2150 -3.1553 1.5519
C -3.7368 -1.9792 0.7447
O -2.5692 -1.5114 0.0431
S -1.6138 -2.7486 -0.3138
O -1.8584 -3.1579 -1.6452
O -0.3082 -2.4084 0.1148
O -2.2782 -3.7975 0.6707
H -2.6813 -2.8309 2.4464
H -3.9928 -3.8611 1.8248
H -4.1315 -1.1836 1.3700
H -4.4879 -2.2825 0.0136
C -2.4191 -1.6569 8.3539
C -1.4793 -2.6474 7.7004
O -2.1453 -2.9891 6.4699
S -2.9459 -1.7277 5.9184
O -2.1577 -1.0650 4.9433
O -4.2733 -2.1257 5.6379
O -2.9081 -0.8651 7.2547
H -3.2654 -2.1533 8.8299
H -1.9208 -1.0100 9.0688
H -1.3301 -3.5462 8.2896
H -0.5147 -2.1951 7.4645
C 3.8394 -5.0801 -3.5382
C 3.6997 -5.8844 -4.8132
O 2.7393 -5.1407 -5.5863
S 2.9084 -3.5846 -5.3073
O 3.7012 -2.9980 -6.3181
O 1.6417 -3.0554 -4.9491
O 3.7946 -3.7130 -3.9859
H 3.0058 -5.2532 -2.8557
H 4.7779 -5.2597 -3.0235
H 3.3236 -6.8879 -4.6433
H 4.6366 -5.9289 -5.3700